*w*
{"formula": "C4H9NO2", "method": "ωB97M-V/def2-TZVPD", "total_charge": 0, "orbital_gap_ev": 10.2, "homo_ev": -9.277, "smiles": "C[C@H]1CO[C@@]1(N)O", "e_lumo_ha": 0.034, "elements": ["C", "C", "C", "O", "C", "O", "N", "H", "H", "H", "H", "H", "H", "H", "H", "H"], "positions_angstrom": [[-1.950, 0.089, -0.449], [-0.524, 0.473, 0.090], [-0.205, -0.270, 1.376], [1.197, -0.350, 1.138], [1.118, -0.059, -0.238], [1.016, -1.141, -1.102], [2.282, 0.664, -0.593], [-2.706, 0.424, 0.291], [-2.257, 0.557, -1.392], [-2.133, -0.993, -0.537], [0.075, -1.147, -1.295], [-0.526, 1.558, 0.217], [-0.413, 0.230, 2.324], [-0.648, -1.277, 1.382], [2.795, 0.299, -1.387], [2.877, 0.943, 0.178]], "lowdin_charge": [-0.080, -0.178, -0.185, -0.042, -0.557, 0.054, 0.138, 0.084, 0.068, 0.071, 0.080, 0.122, 0.120, 0.122, 0.090, 0.092]}

=====

*x*
{"formula": "C4H9NO2", "method": "ωB97M-V/def2-TZVPD", "total_charge": 0, "orbital_gap_ev": 9.8, "homo_ev": -8.767, "smiles": "CCO/C(C)=N/O", "e_lumo_ha": 0.036, "elements": ["C", "C", "C", "C", "H", "H", "H", "H", "H", "H", "H", "H", "H", "N", "O", "O"], "positions_angstrom": [[2.721, -0.156, 0.103], [1.285, -0.658, -0.145], [-0.939, 0.253, 0.070], [-1.690, 1.470, -0.036], [2.725, 0.214, 1.210], [3.143, 0.633, -0.561], [3.306, -1.139, -0.043], [1.108, -1.234, -1.061], [1.025, -1.359, 0.593], [-2.387, 1.658, 0.840], [-0.922, 2.241, -0.098], [-2.341, 1.342, -0.924], [-3.120, -1.859, -0.144], [-1.432, -0.952, 0.088], [0.358, 0.504, 0.033], [-2.840, -0.958, 0.074]], "lowdin_charge": [-0.081, -0.208, -0.490, -0.010, 0.107, 0.073, 0.096, 0.120, 0.083, 0.115, 0.091, 0.103, 0.091, 0.037, -0.043, -0.083]}

=====

Name the most stable of them. *w*.

=====

*w*
{"formula": "C4H9NO2", "method": "ωB97M-V/def2-TZVPD", "total_charge": 0, "orbital_gap_ev": 10.0, "homo_ev": -9.252, "smiles": "C[C@@H](CO)NC=O", "e_lumo_ha": 0.028, "elements": ["C", "C", "C", "O", "N", "C", "O", "H", "H", "H", "H", "H", "H", "H", "H", "H"], "positions_angstrom": [[-1.145, 1.542, -0.293], [-0.295, 0.349, 0.207], [-0.903, -1.040, 0.119], [-0.443, -1.632, 1.374], [1.007, 0.438, -0.484], [2.026, -0.409, -0.280], [1.993, -1.417, 0.421], [-0.741, 2.501, 0.052], [-2.168, 1.472, 0.083], [-1.226, 1.624, -1.395], [-0.201, -0.103, 1.434], [-1.993, -0.977, 0.170], [-0.581, -1.690, -0.693], [0.531, -1.741, 1.206], [1.190, 1.215, -1.108], [2.949, -0.131, -0.814]], "lowdin_charge": [-0.063, -0.327, -0.208, -0.135, 0.054, -0.323, 0.001, 0.073, 0.073, 0.083, 0.213, 0.120, 0.123, 0.048, 0.133, 0.135]}

=====

*x*
{"formula": "C4H9NO2", "method": "ωB97M-V/def2-TZVPD", "total_charge": 0, "orbital_gap_ev": 10.2, "homo_ev": -9.397, "e_lumo_ha": 0.030, "elements": ["C", "O", "C", "C", "N", "C", "O", "H", "H", "H", "H", "H", "H", "H", "H", "H"], "positions_angstrom": [[-2.336, 0.224, 0.900], [-1.185, -0.399, 0.395], [-0.592, 0.338, -0.631], [0.628, -0.329, -1.181], [1.465, -0.534, 0.730], [2.604, -0.179, 0.245], [2.632, 0.104, -0.985], [-2.113, 1.229, 1.293], [-3.119, 0.321, 0.131], [-2.712, -0.401, 1.713], [-0.347, 1.363, -0.309], [-1.295, 0.431, -1.485], [0.915, 0.131, -2.121], [0.576, -1.410, -1.241], [1.355, -0.775, 1.709], [3.526, -0.113, 0.836]], "lowdin_charge": [-0.115, -0.198, -0.291, 0.064, 0.089, -0.441, -0.060, 0.091, 0.089, 0.090, 0.136, 0.137, 0.092, 0.108, 0.081, 0.128]}

=====

*y*
{"formula": "C4H9NO2", "method": "ωB97M-V/def2-TZVPD", "total_charge": 0, "orbital_gap_ev": [7.2, 8.8], "homo_ev": [-7.143, -8.079], "e_lumo_ha": [0.002, 0.028], "elements": ["C", "C", "C", "O", "N", "C", "O", "H", "H", "H", "H", "H", "H", "H", "H", "H"], "positions_angstrom": [[-0.801, -0.773, 1.467], [-0.264, 0.153, 0.515], [1.301, 0.062, 0.386], [1.997, 1.094, -0.013], [-0.944, 0.156, -0.784], [-0.677, 0.991, -1.797], [0.274, 1.771, -1.856], [-1.387, -1.636, 1.166], [-0.733, -0.555, 2.526], [0.500, -2.172, 0.478], [-0.309, 1.165, 0.955], [1.798, -0.482, 1.194], [0.986, -1.884, -0.062], [1.471, 1.539, -0.740], [-1.809, -0.364, -0.814], [-1.403, 0.936, -2.622]], "lowdin_charge": [-0.022, -0.451, -0.194, 0.027, 0.079, -0.303, 0.007, 0.038, 0.053, 0.076, 0.162, 0.096, 0.085, 0.071, 0.137, 0.139]}

=====

Name the most stable of them. *w*.

=====

*w*
{"formula": "C4H9NO2", "method": "ωB97M-V/def2-TZVPD", "total_charge": 0, "orbital_gap_ev": 10.2, "homo_ev": -9.656, "smiles": "NC(=O)CCCO", "e_lumo_ha": 0.019, "elements": ["N", "C", "O", "C", "C", "C", "O", "H", "H", "H", "H", "H", "H", "H", "H", "H"], "positions_angstrom": [[-1.451, -0.284, -1.276], [-1.189, 1.008, -0.944], [-1.869, 1.949, -1.314], [0.058, 1.158, -0.094], [0.140, 0.337, 1.167], [1.093, -1.062, 0.991], [0.940, -1.806, -0.186], [-2.227, -0.473, -1.888], [-0.802, -1.030, -1.057], [0.979, 0.776, -0.908], [0.304, 2.214, 0.033], [0.627, 0.886, 1.988], [-0.835, -0.050, 1.485], [2.146, -0.753, 1.165], [0.726, -1.720, 1.783], [1.361, -1.149, -0.945]], "lowdin_charge": [0.166, -0.572, 0.044, -0.143, -0.147, -0.255, -0.140, 0.112, 0.071, 0.172, 0.108, 0.103, 0.104, 0.111, 0.104, 0.161]}

=====

*x*
{"formula": "C4H9NO2", "method": "ωB97M-V/def2-TZVPD", "total_charge": 0, "orbital_gap_ev": 10.7, "homo_ev": -9.982, "smiles": "C[C@@H](CO)NC=O", "e_lumo_ha": 0.028, "elements": ["C", "C", "C", "O", "N", "C", "O", "H", "H", "H", "H", "H", "H", "H", "H", "H"], "positions_angstrom": [[1.367, -0.239, 0.693], [-0.353, 0.069, 0.553], [-0.560, 1.408, -0.160], [-1.905, 1.732, -0.428], [-1.015, -0.969, -0.232], [0.212, -1.334, -0.895], [0.656, -0.786, -1.869], [1.494, -0.864, 1.578], [1.662, 0.783, 0.858], [2.163, -0.607, -0.014], [-0.702, 0.080, 1.595], [-0.180, 2.207, 0.478], [0.038, 1.352, -1.078], [-2.229, 1.092, -1.076], [-1.315, -1.732, 0.378], [0.665, -2.192, -0.382]], "lowdin_charge": [-0.042, -0.274, -0.255, -0.052, 0.032, -0.407, 0.054, 0.065, 0.057, 0.092, 0.144, 0.123, 0.119, 0.087, 0.121, 0.136]}

=====

*y*
{"formula": "C4H9NO2", "method": "ωB97M-V/def2-TZVPD", "total_charge": 0, "orbital_gap_ev": 10.4, "homo_ev": -9.668, "smiles": "C[C@H](N)CC(=O)O", "e_lumo_ha": 0.028, "elements": ["C", "C", "C", "C", "O", "O", "N", "H", "H", "H", "H", "H", "H", "H", "H", "H"], "positions_angstrom": [[-0.668, 1.473, -1.076], [0.241, 0.467, -0.369], [-0.472, -0.119, 0.897], [0.147, -1.392, 1.355], [1.066, -1.217, 2.389], [-0.042, -2.482, 0.908], [0.707, -0.549, -1.303], [-1.652, 1.061, -1.312], [-0.177, 1.763, -1.996], [-0.794, 2.375, -0.483], [1.103, 1.091, -0.080], [-0.504, 0.597, 1.695], [-1.507, -0.217, 0.552], [1.885, -0.852, 2.016], [0.179, -0.498, -2.173], [0.487, -1.500, -1.019]], "lowdin_charge": [-0.078, -0.443, -0.067, -0.502, 0.057, 0.134, 0.045, 0.082, 0.075, 0.080, 0.128, 0.117, 0.126, 0.119, 0.072, 0.056]}

=====

*z*
{"formula": "C4H9NO2", "method": "ωB97M-V/def2-TZVPD", "total_charge": 0, "orbital_gap_ev": 10.6, "homo_ev": -9.962, "smiles": "C[C@@H](O)CNC=O", "e_lumo_ha": 0.025, "elements": ["C", "C", "O", "C", "N", "C", "O", "H", "H", "H", "H", "H", "H", "H", "H", "H"], "positions_angstrom": [[-2.064, -0.770, -0.387], [-0.606, -0.398, -0.620], [-0.581, 0.777, -1.396], [0.124, -0.238, 0.716], [1.568, -0.062, 0.590], [2.136, 1.108, 0.233], [1.516, 2.111, -0.092], [-2.166, -1.753, 0.085], [-2.587, -0.785, -1.347], [-2.548, -0.016, 0.246], [-0.109, -1.216, -1.171], [0.081, 1.394, -1.038], [-0.286, 0.629, 1.249], [-0.043, -1.125, 1.335], [2.176, -0.838, 0.800], [3.239, 1.086, 0.261]], "lowdin_charge": [-0.056, -0.452, -0.034, -0.140, 0.036, -0.336, 0.008, 0.079, 0.083, 0.086, 0.140, 0.049, 0.139, 0.129, 0.134, 0.136]}

=====

Name the most stable of them. *z*.